(1)
70
Properties=species:S:1:pos:R:3:forces:R:3:nbo_charge:R:1 method="wB97M-V/def2-TZVPD" multiplicity=2 s2=0.76 lumo_energy_ev="-5.1 / -5.1" total_charge=+1
Ir 0.065 -0.099 -0.650 -1.887 0.736 0.044 1.07
C 4.912 -0.891 0.271 -1.161 0.510 0.325 -1.08
Si 3.176 -0.472 -0.481 2.959 5.077 -2.846 1.39
C 2.203 -1.665 1.552 -0.019 0.586 3.002 -0.58
C 2.455 -2.814 -1.236 0.693 -1.473 -2.563 -0.39
N 2.116 0.902 -0.408 0.334 -1.961 0.428 -1.09
C 2.756 1.966 -1.095 -1.101 0.302 -0.266 0.05
C 4.130 2.018 -1.382 -0.738 -0.027 0.173 -0.25
C 4.678 3.070 -2.096 0.227 -0.013 0.113 -0.20
C 3.879 4.106 -2.546 0.056 0.047 -0.073 -0.21
C 2.518 4.085 -2.286 -0.065 0.032 0.103 -0.28
C 1.992 3.040 -1.562 0.131 -0.110 -0.090 0.43
F 0.667 3.024 -1.316 0.095 0.190 0.006 -0.34
H 4.873 -1.975 0.359 0.713 -0.176 -0.046 0.21
H 5.000 -0.529 1.298 0.140 0.193 -0.075 0.25
H 5.787 -0.628 -0.314 -0.115 0.120 -0.151 0.27
H 3.548 -2.638 0.449 2.156 -1.067 0.442 0.00
H 2.204 -3.373 0.616 -2.190 -2.804 0.918 0.06
H 2.355 -1.539 2.612 0.134 -0.015 0.088 0.26
H 2.829 -3.402 -2.059 -0.016 -0.047 -0.117 0.25
H 3.364 -0.651 -1.961 0.115 -0.154 0.039 -0.20
H 1.282 -1.611 -0.192 -4.413 1.623 -0.897 0.01
H 4.728 1.191 -1.031 0.451 0.207 -0.087 0.20
H 5.742 3.084 -2.295 -0.001 -0.034 -0.001 0.22
H 4.312 4.927 -3.100 -0.006 -0.010 -0.019 0.22
H 1.862 4.870 -2.636 -0.020 -0.001 0.027 0.23
C 0.938 0.190 5.033 -0.130 0.052 -0.085 -0.43
N 0.453 -0.519 3.859 0.226 -0.033 0.169 -0.62
C 0.240 0.046 2.649 -0.139 -0.140 -0.397 0.80
N 0.422 1.360 2.516 -0.014 0.076 0.084 -0.80
O -0.064 -0.695 1.671 0.135 0.239 0.570 -0.73
H 1.126 -0.534 5.821 -0.025 0.009 0.019 0.23
H 0.206 0.913 5.396 0.009 -0.004 0.045 0.21
H 1.876 0.704 4.815 -0.002 0.012 0.015 0.21
H 0.252 -1.501 3.928 -0.105 0.031 -0.050 0.41
H 0.550 1.952 3.317 -0.024 0.004 -0.009 0.40
H 0.119 1.777 1.643 0.058 0.014 0.029 0.46
C -2.370 -5.458 0.383 -0.231 0.154 0.137 -0.57
C -3.053 -4.222 0.989 0.201 -0.074 -0.244 -0.46
C -2.889 -3.022 0.110 -0.071 0.170 -0.082 0.07
N -2.109 -2.034 0.372 0.013 -0.277 -0.063 -0.27
N -2.047 -1.078 -0.615 1.083 -0.132 0.108 -0.41
C -2.807 -1.397 -1.660 -0.112 0.259 0.064 0.29
N -2.952 -0.658 -2.753 0.128 -0.220 -0.130 -0.78
S -3.677 -2.878 -1.435 -0.058 0.076 0.015 0.40
H -2.441 -6.299 1.071 0.042 -0.025 -0.024 0.24
H -1.311 -5.265 0.197 0.026 -0.155 -0.054 0.18
H -2.837 -5.744 -0.559 0.069 -0.015 -0.035 0.22
H -2.601 -3.974 1.949 -0.140 0.021 0.068 0.24
H -4.114 -4.430 1.133 0.009 0.054 0.149 0.24
H -2.356 0.167 -2.845 -0.134 0.096 0.051 0.46
H -3.523 -0.973 -3.516 0.011 -0.041 0.006 0.42
Br -7.033 1.727 -0.889 0.011 0.024 0.003 0.07
C -5.392 2.673 -0.857 -0.025 -0.048 0.016 -0.06
C -5.392 4.055 -0.767 0.002 0.003 -0.038 -0.23
C -4.177 4.725 -0.745 0.013 0.014 0.012 -0.19
C -2.982 4.025 -0.799 0.084 -0.022 -0.034 -0.20
C -3.003 2.640 -0.892 0.006 0.063 0.197 -0.05
C -4.211 1.955 -0.916 0.045 0.060 -0.022 -0.25
C -1.746 1.834 -0.889 0.094 -0.023 -0.248 0.79
O -1.123 1.670 0.200 0.498 -0.486 -0.440 -0.71
O -1.366 1.254 -1.944 0.071 0.541 0.059 -0.74
H -6.325 4.597 -0.717 -0.002 -0.002 -0.005 0.24
H -4.165 5.804 -0.676 -0.010 0.003 -0.011 0.23
H -2.034 4.546 -0.778 -0.008 0.016 0.024 0.23
H -4.230 0.876 -0.963 -0.031 -0.013 -0.011 0.22
Cl 1.845 -5.126 1.196 -0.315 -0.497 0.137 -0.52
Ge 0.381 -3.274 0.417 -2.029 -1.581 0.914 1.11
Cl 2.347 -2.153 0.128 4.044 -0.309 1.024 0.56
Cl 0.143 -2.255 -2.086 0.253 0.375 -0.410 -0.41

***

(2)
58
Properties=species:S:1:pos:R:3:forces:R:3:nbo_charge:R:1 method="wB97M-V/def2-TZVPD" lumo_energy_ev=-0.6
Pd -0.262 -2.022 -0.650 0.202 0.210 0.184 0.69
C 3.450 4.804 -0.078 0.015 -0.042 0.002 -0.60
C 3.860 3.335 -0.190 0.042 0.024 0.010 -0.07
C 4.482 3.111 -1.575 0.007 0.038 0.039 -0.59
C 4.910 3.043 0.892 -0.020 0.056 -0.039 -0.60
C 2.674 2.393 -0.015 0.021 -0.001 -0.066 -0.07
C 2.889 1.016 -0.026 -0.082 -0.034 0.021 -0.18
C 1.810 0.183 0.111 -0.315 0.258 0.127 -0.18
Br 2.095 -1.730 0.063 -0.351 0.123 -0.273 0.18
C 0.465 0.603 0.284 0.546 0.018 -0.039 0.38
O -0.468 -0.298 0.479 -0.686 -0.274 -0.102 -0.85
C 0.248 2.000 0.239 0.128 -0.321 0.045 -0.11
C 1.363 2.828 0.103 0.147 -0.017 0.021 -0.14
C -1.115 2.701 0.323 -0.045 -0.017 0.018 -0.07
C -1.149 3.571 1.588 -0.008 -0.014 -0.025 -0.59
C -1.290 3.594 -0.916 -0.031 -0.011 0.029 -0.59
C -2.328 1.768 0.375 0.021 -0.011 -0.040 -0.59
H 4.334 5.435 -0.179 0.028 0.019 -0.007 0.21
H 2.993 5.023 0.888 -0.016 0.001 0.039 0.21
H 2.751 5.089 -0.864 -0.034 0.010 -0.032 0.21
H 5.310 3.803 -1.737 0.044 0.017 -0.006 0.21
H 3.742 3.269 -2.361 -0.025 0.022 -0.021 0.21
H 4.868 2.097 -1.679 0.005 -0.044 -0.004 0.21
H 5.727 3.764 0.830 0.043 0.014 -0.018 0.21
H 5.339 2.049 0.777 0.004 -0.060 0.010 0.20
H 4.471 3.109 1.888 -0.021 0.022 0.034 0.21
H 3.878 0.599 -0.152 0.071 -0.013 -0.013 0.21
H 1.181 3.892 0.082 0.011 0.054 0.010 0.20
H -0.348 4.309 1.595 0.029 0.037 -0.003 0.21
H -1.044 2.954 2.481 0.005 -0.032 0.036 0.21
H -2.099 4.104 1.651 -0.048 0.031 0.002 0.20
H -0.552 4.394 -0.959 0.028 0.019 -0.006 0.20
H -2.278 4.056 -0.903 -0.028 0.028 0.009 0.20
H -1.202 3.005 -1.829 -0.005 -0.027 -0.028 0.21
H -2.315 1.146 1.265 0.006 -0.056 0.073 0.21
H -2.379 1.116 -0.496 0.013 -0.024 -0.011 0.22
H -3.230 2.384 0.402 -0.029 0.012 -0.013 0.20
C -4.450 -2.929 -0.529 0.022 0.017 0.014 -0.71
C -3.131 -2.303 -0.190 0.214 0.084 -0.335 0.72
N -2.912 -1.938 1.077 0.213 0.339 -0.206 -0.80
O -2.280 -2.170 -1.097 -0.188 -0.133 0.483 -0.63
H -4.522 -3.888 -0.015 -0.001 -0.044 0.008 0.25
H -4.500 -3.096 -1.600 0.012 0.006 0.006 0.26
H -5.277 -2.298 -0.208 -0.029 0.016 0.024 0.23
H -3.673 -1.972 1.733 0.056 0.001 0.024 0.40
H -2.121 -1.316 1.263 -0.079 -0.180 -0.018 0.45
Se 0.034 -3.988 -1.969 0.218 -0.094 0.041 -0.04
C -0.857 -5.277 -0.882 -0.101 -0.001 0.015 -0.17
C -1.129 -6.529 -1.435 0.019 0.113 -0.025 -0.25
C -1.790 -7.495 -0.698 -0.034 -0.069 0.033 -0.20
C -2.203 -7.233 0.601 -0.031 -0.038 0.013 -0.24
C -1.926 -5.995 1.160 -0.060 -0.015 0.070 -0.20
C -1.255 -5.026 0.431 0.122 0.153 -0.014 -0.28
H -0.824 -6.743 -2.451 0.005 0.005 -0.025 0.22
H -1.988 -8.461 -1.144 -0.016 -0.019 -0.009 0.21
H -2.730 -7.986 1.170 0.008 -0.018 0.015 0.21
H -2.227 -5.781 2.179 0.006 -0.006 0.002 0.21
H -1.024 -4.071 0.897 -0.027 -0.135 -0.075 0.21

***

(3)
66
Properties=species:S:1:pos:R:3:forces:R:3:nbo_charge:R:1 method="wB97M-V/def2-TZVPD" lumo_energy_ev=-2.2 total_charge=+1
Cd -0.125 0.094 -0.154 0.007 -0.118 -0.133 1.67
C 1.815 1.860 3.362 -0.048 -0.008 -0.015 -0.65
C 0.540 1.255 2.827 -0.008 -0.018 -0.014 -0.01
C -0.327 2.029 2.048 -0.027 0.026 0.053 -0.03
C 0.051 3.437 1.656 -0.020 -0.024 0.008 -0.66
C -1.593 1.524 1.685 0.068 0.081 -0.005 -0.10
C -2.614 2.477 1.102 -0.006 -0.038 0.008 -0.65
C -1.947 0.208 2.041 0.008 -0.009 -0.009 0.04
C -3.308 -0.335 1.670 0.020 -0.003 0.005 -0.68
C -1.053 -0.578 2.787 0.042 -0.005 0.052 -0.04
C -1.451 -1.965 3.226 0.016 0.029 -0.039 -0.65
C 0.198 -0.064 3.152 -0.010 -0.001 -0.019 0.01
C 1.195 -0.947 3.859 -0.041 0.020 0.009 -0.65
H 2.665 1.685 2.698 0.014 -0.005 -0.009 0.22
H 2.062 1.440 4.334 0.013 0.001 0.008 0.23
H 1.714 2.935 3.493 0.014 0.001 0.001 0.22
H -0.212 4.149 2.442 0.001 0.009 0.000 0.23
H -0.462 3.751 0.748 0.001 0.008 0.003 0.22
H 1.122 3.528 1.478 0.001 0.004 -0.004 0.22
H -2.410 2.748 0.065 0.016 0.027 0.001 0.21
H -2.617 3.403 1.677 -0.004 0.005 0.001 0.23
H -3.619 2.067 1.148 0.012 0.023 -0.015 0.23
H -4.048 -0.084 2.435 -0.008 0.001 -0.014 0.24
H -3.292 -1.417 1.576 -0.009 -0.012 0.002 0.23
H -3.659 0.072 0.723 -0.008 -0.013 0.009 0.22
H -1.229 -2.704 2.450 -0.006 -0.011 0.006 0.23
H -2.515 -2.021 3.446 0.003 -0.007 0.000 0.22
H -0.921 -2.261 4.127 0.009 -0.005 0.012 0.23
H 1.022 -0.967 4.939 0.008 -0.008 0.007 0.23
H 2.213 -0.608 3.690 0.008 0.001 0.000 0.22
H 1.136 -1.970 3.493 -0.006 -0.014 0.002 0.23
N -3.321 0.459 -2.063 0.010 0.020 -0.017 -0.80
C -2.440 1.468 -2.240 0.063 0.049 0.033 0.27
N -1.215 1.462 -1.771 -0.064 -0.067 0.020 -0.64
C -0.559 2.645 -2.073 -0.053 -0.008 -0.043 0.08
C -1.295 3.549 -2.755 0.033 0.047 0.030 -0.43
S -2.873 2.928 -3.057 -0.017 -0.037 -0.038 0.44
C 0.832 2.787 -1.637 0.048 0.003 -0.019 0.18
C 1.668 3.810 -1.906 -0.009 0.032 0.018 -0.45
S 3.204 3.535 -1.167 -0.002 -0.065 -0.016 0.42
C 2.621 2.020 -0.557 0.036 0.058 0.029 0.28
N 1.370 1.768 -0.869 -0.006 0.012 0.009 -0.68
N 3.387 1.201 0.178 -0.029 -0.009 -0.037 -0.80
H -2.937 -0.449 -1.831 0.003 -0.042 0.019 0.43
H -4.175 0.468 -2.593 -0.021 -0.022 0.001 0.41
H -1.011 4.529 -3.098 0.002 0.011 0.013 0.26
H 1.485 4.698 -2.487 -0.008 0.008 0.003 0.26
H 4.360 1.399 0.326 0.002 -0.009 0.011 0.41
H 2.992 0.308 0.468 0.015 0.005 0.031 0.45
C 2.498 -3.740 -3.448 0.025 -0.032 0.009 -0.67
C 1.237 -3.761 -2.678 -0.029 0.015 -0.036 0.39
N 0.564 -4.809 -2.337 0.021 -0.023 -0.033 -0.23
N -0.476 -4.325 -1.602 0.029 0.020 0.040 -0.35
C -0.469 -3.003 -1.468 -0.051 -0.009 -0.057 0.28
S -1.591 -2.074 -0.598 0.005 0.001 -0.019 -0.38
N 0.617 -2.621 -2.191 -0.033 -0.027 0.092 -0.23
N 1.023 -1.302 -2.318 -0.025 0.071 -0.030 -0.64
H 2.743 -4.759 -3.737 -0.005 0.006 -0.012 0.27
H 3.307 -3.353 -2.827 -0.011 0.010 0.002 0.25
H 2.410 -3.126 -4.345 0.001 0.005 -0.004 0.23
H -1.132 -4.958 -1.176 0.004 0.008 0.007 0.44
H 1.960 -1.196 -1.943 -0.005 -0.006 0.010 0.40
H 0.982 -1.015 -3.290 0.011 -0.015 -0.013 0.39
S 2.651 -3.696 0.476 -0.011 -0.048 -0.041 -0.17
C 2.051 -2.207 0.540 -0.009 0.091 0.112 0.14
N 1.628 -1.104 0.575 0.021 0.014 0.015 -0.87

***

(4)
58
Properties=species:S:1:pos:R:3:forces:R:3:nbo_charge:R:1 method="wB97M-V/def2-TZVPD" lumo_energy_ev=2.5 total_charge=-1
C 1.040 -5.406 -3.972 -0.055 0.522 0.676 -0.22
C 0.626 -4.320 -3.639 -0.086 0.122 -0.273 -0.04
C 0.142 -2.989 -3.102 1.222 -0.811 0.693 0.00
O -0.300 -2.116 -4.128 -0.973 -0.505 0.771 -0.50
C -1.650 -2.227 -4.398 -1.116 -0.139 -1.261 0.79
O -1.989 -2.387 -5.542 0.310 0.106 0.175 -0.54
C -2.706 -2.097 -3.329 1.047 0.502 1.320 -0.22
C -3.972 -2.664 -3.435 -0.251 -0.319 -0.390 -0.17
C -4.885 -2.537 -2.392 -0.543 -0.097 0.418 -0.23
C -4.578 -1.856 -1.208 0.918 0.254 -0.446 -0.19
C -3.311 -1.257 -1.111 -0.316 -0.103 0.263 -0.23
C -2.399 -1.384 -2.155 0.092 0.092 -0.074 -0.12
C 1.330 -2.354 -2.298 -0.355 -0.581 -0.788 -0.22
Cl 0.742 -1.537 -0.816 0.088 -0.580 -0.753 0.02
C 2.278 -1.488 -3.153 1.229 0.573 1.729 -0.20
C 3.600 -1.270 -2.300 -0.722 0.068 -0.143 -0.63
Cl 1.628 0.178 -3.464 -0.093 -0.712 -0.405 -0.05
H 1.461 -6.390 -4.071 -0.261 0.422 -0.263 0.24
H -0.622 -3.237 -2.348 -0.048 0.277 -0.481 0.25
H -4.266 -3.229 -4.326 0.268 0.266 0.280 0.23
H -5.874 -3.003 -2.482 0.420 0.148 -0.085 0.21
H -5.273 -1.774 -0.369 0.109 -0.112 -0.410 0.22
H -3.008 -0.715 -0.207 -0.094 -0.173 -0.359 0.26
H -1.423 -0.910 -2.030 -0.348 -0.168 -0.160 0.23
H 1.929 -3.216 -1.956 -0.214 0.449 -0.059 0.23
H 2.583 -2.002 -4.073 -0.719 0.322 0.024 0.23
H 4.462 -1.681 -2.846 -0.216 0.148 0.385 0.21
H 3.736 -0.197 -2.097 0.126 -0.483 -0.210 0.24
H 3.460 -1.743 -1.313 0.363 0.052 -0.444 0.22
C 1.144 2.821 0.473 0.468 0.194 -0.289 -0.60
C 1.293 1.874 1.680 0.187 0.708 0.071 0.10
C 2.243 2.510 2.710 0.176 0.073 0.233 -0.40
C 1.668 3.706 3.467 0.027 0.099 0.091 -0.40
C 0.143 3.654 3.601 0.071 0.212 -0.080 -0.40
C -0.470 2.247 3.474 0.354 0.248 0.059 0.11
N -0.067 1.684 2.200 -0.451 -0.257 -0.429 -0.23
O -0.595 0.402 1.970 -0.001 -0.187 0.101 -0.86
C -1.991 2.437 3.462 -0.314 -0.100 0.130 -0.59
C -0.103 1.406 4.711 -0.031 -0.134 0.368 -0.64
C 1.983 0.608 1.187 -0.169 -0.278 0.060 -0.59
H 0.503 2.374 -0.289 -0.071 -0.109 0.145 0.21
H 2.117 3.036 0.005 0.011 -0.024 -0.013 0.17
H 0.700 3.776 0.760 -0.034 -0.060 0.105 0.19
H 2.537 1.752 3.441 -0.121 -0.132 -0.115 0.19
H 3.178 2.813 2.222 -0.060 -0.063 -0.104 0.19
H 2.129 3.748 4.460 0.013 -0.006 -0.024 0.19
H 1.954 4.638 2.970 -0.032 -0.006 0.001 0.19
H -0.149 4.115 4.551 -0.095 -0.159 0.031 0.19
H -0.291 4.295 2.826 -0.099 -0.189 -0.076 0.20
H -2.304 2.988 2.573 0.130 -0.064 -0.052 0.20
H -2.319 3.007 4.341 0.111 0.005 0.043 0.17
H -2.517 1.482 3.474 0.164 -0.050 -0.125 0.22
H -0.454 1.896 5.628 0.000 0.048 -0.034 0.18
H 0.974 1.256 4.818 0.000 0.037 -0.093 0.19
H -0.572 0.422 4.673 0.033 0.023 -0.259 0.23
H 2.969 0.842 0.764 -0.024 0.222 0.064 0.17
H 1.400 0.128 0.408 0.147 0.421 0.477 0.22
H 2.137 -0.109 1.997 -0.172 -0.011 -0.014 0.21